Density functional theory data (ωB97M-V/def2-TZVPD) for a 8-piece molecular cluster, C48H120N8 overall at a distorted geometry.

```
176
Properties=species:S:1:pos:R:3:forces:R:3
C -4.0445 34.4520 15.1017 -0.6 -0.8 -0.2
C -4.9880 35.5320 15.5788 -0.1 -0.2 1.1
N -5.9623 35.0317 16.5751 -0.1 0.1 -0.7
C -6.7474 36.0741 17.1937 -0.8 0.3 -0.2
C -6.0108 36.9546 18.2089 -0.5 -0.1 -0.3
C -5.5488 33.9788 17.4632 0.5 -0.7 0.2
C -6.6569 33.4388 18.3589 0.0 -0.2 0.0
H -3.3337 34.8178 14.3659 0.1 0.1 0.1
H -4.6208 33.6393 14.6394 0.1 0.2 -0.1
H -3.5358 33.9694 15.9330 0.4 0.3 -0.1
H -4.3720 36.3334 16.0284 -0.2 0.1 -0.3
H -5.5692 35.9126 14.7367 0.1 0.3 0.1
H -7.2346 36.6828 16.4175 0.6 0.1 -0.1
H -7.6337 35.6109 17.6387 0.2 0.0 0.3
H -5.1270 37.3918 17.7524 0.3 -0.1 0.2
H -6.6404 37.7912 18.5168 -0.1 -0.1 0.1
H -5.7727 36.3503 19.0831 0.3 0.2 0.1
H -4.6612 34.2050 18.0978 -0.2 0.3 0.0
H -5.2205 33.1258 16.8607 0.0 0.1 0.0
H -6.9358 34.1151 19.1667 0.0 0.0 0.0
H -6.3075 32.5009 18.7994 0.0 0.1 0.1
H -7.5514 33.1876 17.7845 0.0 0.2 -0.1
C -7.3493 26.6698 29.1713 -0.2 0.1 0.4
C -6.3724 26.5890 28.0108 0.3 -0.3 0.2
N -6.8474 27.2412 26.8199 -0.6 0.4 0.0
C -5.8792 27.6315 25.8362 1.0 -0.2 -0.4
C -4.6035 28.2124 26.3724 0.3 0.2 1.3
C -8.0073 26.6222 26.1954 0.0 0.3 0.3
C -7.8000 25.2032 25.6812 -0.6 0.0 -0.2
H -7.0062 26.0358 29.9927 0.0 0.1 0.0
H -8.3644 26.3498 28.9298 0.1 -0.2 -0.1
H -7.4472 27.6889 29.5538 0.1 0.0 -0.1
H -5.4561 27.0986 28.2984 -0.1 -0.1 0.2
H -6.0754 25.5333 27.8533 -0.1 0.1 -0.1
H -5.5194 26.7809 25.2262 -0.5 0.1 -0.3
H -6.3014 28.4130 25.2024 -0.4 -0.3 -0.2
H -4.8019 29.0838 27.0056 0.1 0.1 -0.2
H -4.1099 27.5006 27.0393 0.2 0.0 -0.3
H -3.9061 28.4650 25.5792 -0.1 0.1 -0.1
H -8.3400 27.3080 25.4101 0.1 -0.2 -0.1
H -8.8080 26.6202 26.9366 -0.1 -0.1 -0.1
H -7.7346 24.5081 26.5183 0.3 -0.1 -0.1
H -6.9466 25.1068 25.0130 0.1 0.0 0.1
H -8.6838 24.8988 25.1107 0.1 0.0 0.0
C -5.0096 26.5813 22.4087 0.1 0.9 -0.2
C -5.9336 27.7751 22.1844 -1.1 -0.4 -0.6
N -6.9233 27.3831 21.1649 -0.6 0.2 0.9
C -8.1988 28.0959 21.2572 0.8 0.4 -1.2
C -8.1713 29.5482 20.7559 -0.5 0.3 0.0
C -6.3800 27.1593 19.8460 0.7 -0.1 -0.5
C -7.3759 27.0279 18.6921 0.3 -0.1 -0.4
H -4.4985 26.5039 21.4494 0.6 -0.5 0.3
H -5.5507 25.6591 22.6041 -0.2 0.1 0.0
H -4.3131 26.7624 23.2259 0.2 0.0 -0.2
H -6.5161 28.0587 23.0613 0.2 -0.2 0.2
H -5.3987 28.6880 21.8650 0.3 -0.2 0.1
H -8.8791 27.5397 20.6131 -0.4 0.0 0.4
H -8.5461 28.0993 22.2875 -0.1 -0.3 0.1
H -7.5748 30.2044 21.3944 0.0 -0.1 0.0
H -7.8332 29.6595 19.7235 0.3 -0.2 0.1
H -9.1953 29.9470 20.7341 0.1 0.0 0.2
H -5.7912 26.2322 19.8585 -0.2 0.0 0.1
H -5.6120 27.9178 19.5631 -0.4 0.1 0.1
H -8.2632 26.4446 18.9318 0.0 0.0 0.1
H -6.8720 26.5032 17.8730 0.0 0.0 0.1
H -7.6715 27.9793 18.2470 -0.2 0.1 0.3
C 4.0880 37.0494 25.9980 0.3 0.3 -0.8
C 2.7072 36.7537 26.5522 0.3 0.0 0.8
N 1.6259 37.4035 25.8635 -1.1 0.2 -0.1
C 1.5382 37.0917 24.4536 -0.6 0.0 -0.4
C 1.5255 35.5943 24.1661 0.3 0.2 0.2
C 1.4360 38.8113 26.1284 1.0 1.1 0.1
C 1.2449 39.1751 27.5986 -0.4 0.3 -0.2
H 4.0940 36.9802 24.9033 0.0 -0.2 0.1
H 4.8749 36.3877 26.3555 -0.1 0.0 0.2
H 4.3652 38.0883 26.1983 0.1 -0.1 0.2
H 2.4824 35.6884 26.6133 0.2 -0.1 -0.2
H 2.6957 37.0868 27.5918 -0.1 -0.1 0.0
H 2.2712 37.6712 23.8643 0.1 -0.4 0.0
H 0.5575 37.4180 24.0777 0.1 0.3 0.3
H 0.7820 35.1395 24.8208 0.0 -0.1 -0.1
H 2.4814 35.0986 24.3424 0.0 0.0 -0.1
H 1.2293 35.4390 23.1331 0.0 -0.1 -0.1
H 2.2954 39.4412 25.7755 -0.1 -0.4 0.0
H 0.6071 39.2332 25.5535 -0.2 -0.6 0.0
H 0.3881 38.6541 28.0290 0.2 -0.2 0.1
H 2.1447 39.0177 28.1890 -0.1 -0.2 0.1
H 1.0208 40.2441 27.6685 0.1 -0.1 -0.1
C 2.6572 36.2278 15.5067 -0.4 0.4 -0.2
C 1.8604 34.9411 15.4934 0.4 0.1 0.3
N 0.7484 34.9158 16.4420 -0.5 -0.9 -0.2
C -0.1565 36.0470 16.3177 0.5 1.2 -0.4
C 0.1780 37.1759 17.2965 -1.4 -0.2 0.3
C 0.0266 33.6716 16.1426 -0.6 -0.3 -0.4
C -1.0249 33.2465 17.1481 -0.2 -0.4 0.5
H 3.6482 36.0883 15.0830 0.1 -0.1 0.0
H 2.7379 36.5782 16.5316 0.3 0.0 -0.1
H 2.1572 37.0051 14.9238 0.1 0.1 0.1
H 1.4879 34.7189 14.4798 0.2 0.0 0.0
H 2.5422 34.1478 15.8099 -0.1 -0.2 -0.2
H -0.1207 36.5113 15.3135 0.1 -0.4 -0.1
H -1.1926 35.7331 16.4300 0.0 0.0 0.3
H -0.0575 36.8553 18.3133 0.3 -0.1 0.0
H 1.1935 37.5378 17.2361 0.1 0.0 0.0
H -0.5256 37.9970 17.1083 0.3 0.1 -0.1
H 0.7467 32.8554 16.0409 0.1 0.1 0.1
H -0.4652 33.7473 15.1510 0.1 0.1 0.0
H -1.5551 32.3251 16.8731 0.4 0.0 -0.4
H -1.8511 33.9456 17.2888 0.3 0.3 0.1
H -0.5573 33.0185 18.1082 -0.1 0.3 0.1
C -2.5018 29.1111 22.3883 -0.7 -0.3 -0.3
C -2.9187 30.5713 22.4787 0.1 0.1 0.0
N -2.4276 31.3909 21.3765 1.0 -0.5 0.3
C -2.8884 32.7426 21.4480 -0.5 0.7 -1.3
C -2.0338 33.6822 20.5778 -0.1 -0.1 0.7
C -2.4597 30.7616 20.0581 0.0 0.1 0.3
C -3.8530 30.6189 19.4567 0.1 -0.5 0.0
H -3.0792 28.6644 21.5719 0.4 -0.3 0.0
H -2.7865 28.5441 23.2761 -0.1 0.3 0.1
H -1.4391 28.9295 22.2355 0.1 0.3 -0.1
H -4.0238 30.6468 22.5152 0.1 -0.2 0.3
H -2.5195 30.9816 23.4131 -0.2 0.2 -0.1
H -3.9136 32.8406 21.0257 0.0 0.0 0.5
H -2.9478 33.1002 22.4688 0.2 -0.2 0.3
H -0.9868 33.3765 20.6440 0.0 0.0 -0.2
H -2.4037 33.6607 19.5563 0.3 0.0 -0.1
H -2.0991 34.7076 20.9458 -0.1 0.0 -0.1
H -1.9551 29.8043 20.1673 -0.1 -0.1 -0.2
H -1.8448 31.3110 19.3375 0.0 0.2 0.3
H -3.7566 30.1837 18.4577 -0.2 0.3 -0.1
H -4.3407 31.5901 19.4388 -0.1 0.0 -0.4
H -4.5010 29.9342 20.0137 0.1 0.1 0.2
C 3.9096 35.1725 18.7172 -0.5 0.3 -0.7
C 3.0639 35.9805 19.6838 0.5 -0.6 1.4
N 3.5552 37.3184 19.9196 -1.2 0.9 -1.5
C 2.7269 38.1549 20.8021 0.7 -1.3 0.5
C 1.2574 37.8005 20.8087 -0.5 1.2 0.3
C 4.9325 37.4088 20.2345 0.6 -0.5 1.0
C 5.5281 38.7667 20.0185 0.9 0.4 0.0
H 4.0973 35.7857 17.8277 0.3 -0.1 0.2
H 3.3188 34.3296 18.3536 0.1 -0.1 0.2
H 4.8437 34.8151 19.1353 0.1 -0.1 0.0
H 2.0355 35.9879 19.3397 0.0 0.2 -0.1
H 3.0715 35.4521 20.6729 -0.3 -0.2 -0.4
H 3.1397 37.9749 21.8233 -0.3 0.4 -0.1
H 2.8310 39.2115 20.5538 0.2 -0.1 0.0
H 1.0115 36.7698 21.0231 0.1 -0.2 -0.1
H 0.7860 38.3928 21.6043 0.1 -0.1 0.0
H 0.7824 38.1534 19.8945 -0.1 -0.4 -0.2
H 5.5185 36.6868 19.6722 -0.2 0.0 -0.3
H 5.1111 37.1137 21.3025 -0.1 0.1 -0.2
H 6.5994 38.6915 20.2397 -0.1 0.1 0.0
H 5.1313 39.5328 20.6836 -0.1 0.0 -0.1
H 5.4505 39.0907 18.9807 -0.2 0.0 0.0
C -0.7707 26.4268 19.7945 -0.5 0.3 0.6
C -0.4420 26.4625 18.3187 0.5 -0.4 0.6
N -1.0857 27.5919 17.6842 0.9 0.5 0.5
C -2.4564 27.3535 17.4298 -2.4 0.0 0.0
C -2.7813 26.5208 16.1843 0.2 -0.1 0.4
C -0.3541 28.1438 16.5618 -0.2 -0.5 -0.5
C -0.8685 29.5046 16.1914 -0.1 1.0 0.2
H -0.4867 27.3639 20.2807 0.0 0.1 -0.2
H -0.2797 25.6451 20.3766 0.0 -0.3 -0.4
H -1.8530 26.3238 19.8987 0.1 -0.1 0.4
H 0.6440 26.5549 18.2710 0.0 0.1 -0.5
H -0.7288 25.5000 17.8637 0.2 0.1 -0.1
H -3.0733 28.2618 17.3570 0.6 0.3 -0.2
H -2.9707 26.9409 18.3072 0.6 -0.5 0.0
H -3.7909 26.1189 16.2491 -0.1 0.2 -0.1
H -2.1111 25.6632 16.1065 0.0 0.0 -0.2
H -2.6805 27.1593 15.3093 -0.1 -0.3 -0.3
H 0.6923 28.1833 16.8536 0.1 0.1 -0.1
H -0.4314 27.4908 15.6722 0.2 0.0 0.1
H -0.4368 29.9131 15.2759 0.2 -0.2 0.0
H -1.9520 29.5260 16.0572 0.0 -0.2 -0.1
H -0.6556 30.2127 17.0006 0.0 -0.1 -0.1
```
Forces are in eV/Å.

Computed properties:
**LUMO**: 0.683 eV
**Gap between HOMO and LUMO**: 8.56 eV
**Relative energy (zero: lowest compared OMol25 entry of this formula, charge and spin)**: 18.4 kcal per mole
**SMILES**: CCN(CC)CC.CCN(CC)CC.CCN(CC)CC.CCN(CC)CC.CCN(CC)CC.CCN(CC)CC.CCN(CC)CC.CCN(CC)CC
**Total charge**: 0